Record 1
DFT (ωB97M-V/def2-TZVPD) results for an isolated ion of composition C7H12N3 and charge +1 in a non-equilibrium geometry.

Last column: Löwdin charge in e.
Geometry (Å):
C: 1.660 0.275 1.292  -0.01
C: 0.841 -0.091 2.392  -0.09
C: 1.219 0.589 0.092  0.02
C: -0.398 -1.569 -0.749  -0.13
C: -1.511 -1.205 0.238  -0.21
C: 0.055 -0.396 -1.646  -0.09
C: 0.254 2.146 -1.464  0.03
N: -0.478 -0.377 2.359  -0.01
N: -1.433 -0.684 1.545  0.06
N: 0.561 0.812 -0.908  -0.07
H: 2.683 0.327 1.391  0.11
H: 1.238 0.086 3.400  0.13
H: 0.408 -1.942 -0.166  0.10
H: -0.677 -2.279 -1.580  0.15
H: -2.182 -0.495 -0.158  0.11
H: -2.069 -2.157 0.179  0.14
H: 0.802 -0.592 -2.441  0.15
H: -0.770 0.031 -2.102  0.10
H: 0.671 2.281 -2.461  0.10
H: -0.816 2.307 -1.582  0.11
H: 0.771 2.999 -0.916  0.14
H: -0.828 -0.066 3.285  0.18

## Properties
net charge: +1
LUMO level (spin up / spin down): -4.087 / -4.136 eV
frontier orbital gap (spin up / spin down): 7.464 / 7.455 eV
E_HOMO (spin up / spin down): -11.55 / -11.59 eV

Record 2
DFT (ωB97M-V/def2-TZVPD) results for one molecule with the formula C21H22N2O4S.

Last column: Löwdin charge in e.
Geometry (Å):
C: -0.524 0.742 -3.409  -0.03
C: -1.040 -0.019 -2.226  -0.27
C: -0.834 -1.387 -2.097  -0.06
C: -1.336 -2.072 -1.003  -0.04
C: -2.041 -1.423 -0.001  -0.21
C: -2.561 -2.178 1.187  -0.02
C: -2.246 -0.044 -0.130  -0.28
N: -2.928 0.698 0.849  -0.04
S: -2.049 1.855 1.701  0.69
O: -1.463 2.763 0.768  -0.27
O: -2.947 2.374 2.688  -0.29
C: -0.743 0.822 2.388  -0.21
C: 0.276 0.584 1.482  -0.01
C: 1.277 -0.330 1.775  -0.11
C: 2.381 -0.641 0.816  -0.45
O: 3.512 -0.889 1.180  0.07
N: 1.997 -0.657 -0.480  0.10
C: 2.939 -0.860 -1.557  -0.08
C: 2.962 0.313 -2.481  -0.26
C: 2.973 1.655 -2.236  -0.02
C: 2.972 2.288 -3.503  -0.07
C: 2.961 1.286 -4.421  -0.13
O: 2.948 0.086 -3.813  0.03
C: 1.262 -0.960 3.017  0.01
C: 0.247 -0.707 3.917  -0.02
C: -0.796 0.171 3.614  -0.25
C: -1.902 0.365 4.601  -0.03
C: -1.756 0.639 -1.235  0.01
H: -0.003 1.642 -3.088  0.08
H: -1.354 1.049 -4.044  0.09
H: 0.153 0.132 -4.001  0.07
H: -0.286 -1.922 -2.858  0.11
H: -1.168 -3.136 -0.922  0.11
H: -3.649 -2.120 1.239  0.09
H: -2.282 -3.226 1.117  0.08
H: -2.149 -1.774 2.112  0.07
H: -3.482 0.149 1.488  0.11
H: 0.276 1.156 0.568  0.11
H: 1.038 -0.470 -0.732  0.10
H: 3.916 -1.009 -1.083  0.13
H: 2.682 -1.757 -2.131  0.13
H: 2.984 2.128 -1.276  0.11
H: 2.981 3.341 -3.697  0.10
H: 2.961 1.292 -5.493  0.12
H: 2.058 -1.648 3.258  0.12
H: 0.244 -1.203 4.876  0.12
H: -2.532 1.204 4.327  0.05
H: -1.487 0.535 5.593  0.09
H: -2.515 -0.536 4.655  0.09
H: -1.928 1.701 -1.298  0.12

## Properties
SMILES: Cc1ccc(C)c(NS(=O)(=O)c2cc(C(=O)NCc3ccco3)ccc2C)c1
LUMO level: 0.448 eV
frontier orbital gap: 9.117 eV
E_HOMO: -8.67 eV

Record 3
DFT (ωB97M-V/def2-TZVPD) results for one molecule with the formula C2H2N4O2 in a non-equilibrium geometry.

Last column: Löwdin charge in e.
Geometry (Å):
H: -2.069 -1.648 0.060  0.04
N: -2.350 -0.716 -0.096  0.18
C: -1.282 -0.029 -0.008  -0.51
N: -1.184 1.305 -0.030  0.14
N: -0.096 1.860 0.051  0.13
O: 1.190 1.149 -0.011  0.05
C: 0.927 -0.156 0.107  -0.43
O: 2.157 -0.828 -0.089  0.06
N: -0.155 -0.846 0.185  0.19
H: 2.862 -0.092 -0.171  0.15

## Properties
SMILES: [H]/N=c1/nnoc(O)n1
LUMO level: -1.165 eV
frontier orbital gap: 9.153 eV
E_HOMO: -10.32 eV

Record 4
DFT (ωB97M-V/def2-TZVPD) results for C6H10N as an isolated structure in a non-equilibrium geometry.

Last column: Löwdin charge in e.
Geometry (Å):
C: -2.067 -0.750 -0.123  0.08
C: -0.927 -1.074 0.496  0.03
C: -0.838 1.334 0.653  0.10
C: -1.433 0.550 -0.511  -0.15
C: 2.152 -0.476 0.279  0.00
C: 1.006 0.034 -0.714  -0.15
N: -0.182 0.147 0.048  -0.18
H: -3.175 -1.172 -0.225  0.18
H: -0.524 -1.985 0.900  0.13
H: -0.273 2.192 0.366  0.12
H: -1.232 1.478 1.687  0.16
H: -1.608 1.025 -1.402  0.14
H: 2.194 0.282 1.005  0.07
H: 1.827 -1.492 0.653  0.10
H: 2.927 -0.442 -0.405  0.06
H: 0.799 -0.655 -1.596  0.17
H: 1.353 1.004 -1.110  0.14

## Properties
net charge: +1
LUMO level: -3.653 eV
frontier orbital gap: 11.199 eV
E_HOMO: -14.85 eV

Short version: total energy = -11911.97627, -44139.73888, -12158.04042, -7863.36067 eV, in the order given.
Short version: relative energy (zero: lowest compared OMol25 entry of this formula, charge and spin) = 151.4, 34.8, 108.5, 68.9 kcal/mol, in the order given.